The following is a DFT calculation (ωB97M-V/def2-TZVPD) of a molecular structure, C59H52IrN7OP2 in a non-equilibrium geometry.

<S²>: 0.767
gap between HOMO and LUMO (alpha / beta): 6.43 / 4.39 eV
spin multiplicity: 2
net charge: +3
highest occupied orbital energy (alpha / beta): -14.44 / -14.42 eV
E_tot: -3524.21324 Ha
ΔE to the lowest compared entry with this formula, charge and spin: 0.0 kcal/mol

Atoms and positions in Å:
Ir: 0.313 -0.850 -0.032
C: -3.131 -0.751 1.434
N: -3.052 0.308 2.408
C: -1.796 0.439 3.041
P: -0.592 1.359 1.855
C: -1.528 2.946 1.852
C: -1.278 3.817 2.922
C: -2.016 4.981 3.059
C: -3.008 5.294 2.139
C: -3.264 4.435 1.083
C: -2.530 3.263 0.943
C: 1.057 2.017 2.356
C: 1.380 3.226 1.710
C: 2.639 3.794 1.823
C: 3.627 3.163 2.565
C: 3.341 1.957 3.185
C: 2.082 1.383 3.074
C: -4.251 0.941 2.893
C: -4.187 2.092 3.662
C: -5.345 2.704 4.122
C: -6.590 2.169 3.842
C: -6.657 0.994 3.114
C: -5.501 0.381 2.646
P: -2.207 -0.661 -0.194
C: -3.162 0.589 -1.144
C: -2.728 1.161 -2.344
C: -3.562 1.990 -3.080
C: -4.838 2.284 -2.622
C: -5.266 1.757 -1.414
C: -4.442 0.916 -0.683
C: -2.914 -2.217 -0.853
C: -3.529 -2.247 -2.106
C: -3.990 -3.447 -2.634
C: -3.854 -4.624 -1.915
C: -3.264 -4.601 -0.657
C: -2.784 -3.412 -0.138
H: -4.153 -0.880 1.107
H: -2.804 -1.708 1.858
H: -1.427 -0.559 3.217
H: -1.834 0.982 3.985
H: -0.509 3.593 3.649
H: -1.816 5.641 3.894
H: -3.578 6.208 2.247
H: -4.037 4.671 0.362
H: -2.756 2.612 0.115
H: 0.638 3.744 1.119
H: 2.842 4.738 1.334
H: 4.611 3.603 2.655
H: 4.101 1.452 3.767
H: 1.941 0.451 3.589
H: -3.239 2.546 3.905
H: -5.261 3.605 4.717
H: -7.490 2.642 4.208
H: -7.613 0.521 2.931
H: -5.611 -0.576 2.150
H: -1.731 0.989 -2.706
H: -3.216 2.414 -4.015
H: -5.491 2.926 -3.199
H: -6.252 1.993 -1.037
H: -4.822 0.534 0.252
H: -3.670 -1.339 -2.679
H: -4.464 -3.457 -3.607
H: -4.219 -5.556 -2.325
H: -3.176 -5.514 -0.082
H: -2.315 -3.426 0.837
N: 3.197 1.097 -0.872
C: 2.058 1.832 -1.114
C: 2.253 3.059 -1.764
C: 1.178 3.861 -2.041
C: -0.087 3.427 -1.650
C: -0.182 2.218 -1.020
N: 0.856 1.397 -0.749
C: 3.473 -0.089 -0.231
C: 4.832 -0.441 -0.247
C: 5.263 -1.569 0.389
C: 4.321 -2.333 1.071
C: 3.013 -1.946 1.028
N: 2.534 -0.844 0.368
H: 4.031 1.549 -1.212
H: 3.256 3.362 -2.038
H: 1.317 4.809 -2.546
H: -0.977 4.015 -1.829
H: -1.136 1.868 -0.689
H: 5.531 0.195 -0.776
H: 6.308 -1.849 0.370
H: 4.600 -3.222 1.618
H: 2.295 -2.534 1.546
C: 0.473 -2.135 4.287
C: 0.374 -3.517 4.188
C: 0.274 -4.078 2.934
C: 0.311 -3.265 1.803
N: 0.309 -1.920 1.899
C: 0.406 -1.393 3.134
C: 0.374 -3.773 0.465
C: 0.758 -5.091 0.202
C: 0.653 -5.601 -1.072
C: 0.132 -4.783 -2.063
C: -0.180 -3.454 -1.801
C: 0.015 -2.888 -0.543
H: 0.578 -1.639 5.243
H: 0.382 -4.141 5.072
H: 0.171 -5.146 2.818
H: 0.450 -0.330 3.189
H: 1.141 -5.715 1.000
H: 0.929 -6.625 -1.283
H: -0.045 -5.171 -3.058
H: -0.615 -2.918 -2.615
N: -2.456 -0.565 -5.374
C: -1.494 -1.516 -5.253
O: -1.577 -2.636 -5.696
C: -0.284 -1.158 -4.418
C: 0.995 -1.258 -4.943
C: 2.068 -1.136 -4.081
C: 1.833 -0.951 -2.731
N: 0.601 -0.842 -2.213
C: -0.432 -0.945 -3.063
H: -3.219 -0.768 -6.004
H: -2.251 0.401 -5.191
H: 1.140 -1.450 -5.999
H: 3.085 -1.221 -4.437
H: 2.657 -0.923 -2.048
H: -1.419 -0.927 -2.638